Here is a cluster of 2 separate species, C4H11N2 in total from OMol25. Energies are from ωB97M-V/def2-TZVPD.

Computed properties:
HOMO-LUMO gap = 0.3544 hartree
energy above the lowest of the compared OMol25 structures with the same formula, charge and spin = 27.3 kcal/mol
F_max = 2.8 eV Å⁻¹
E_HOMO = -0.489 Ha

ORCA input file:
```
! wB97M-V def2-TZVPD RIJCOSX def2/J DEFGRID3
* xyz 1 1
N -1.922 -0.841 2.661
C -1.135 -0.751 1.598
N -1.513 -0.131 0.530
H -2.922 -0.631 2.609
H -1.526 -1.248 3.503
H -0.151 -1.157 1.680
H -0.920 -0.001 -0.280
H -2.452 0.240 0.453
C 2.355 0.007 -1.078
C 1.273 1.054 -1.261
C 0.144 0.789 -1.966
H 2.368 -0.429 -0.056
H 2.268 -0.811 -1.791
H 3.349 0.473 -1.191
H 1.363 1.993 -0.781
H -0.568 1.592 -2.127
H -0.010 -0.149 -2.505
*
```

natural (NBO) population analysis, charges in e, atoms 1 to 2: N -0.7189; C 0.4004

=====

Here is the molecule C7H16O2 from OMol25. Energies are from ωB97M-V/def2-TZVPD.

Computed properties:
HOMO-LUMO gap = 0.4035 hartree
energy above the lowest of the compared OMol25 structures with the same formula, charge and spin = 18.9 kcal/mol
F_max = 3.4 eV Å⁻¹
SMILES string = C[C@H](C(O)O)C(C)(C)C
E_HOMO = -0.375 Ha

ORCA input file:
```
! wB97M-V def2-TZVPD RIJCOSX def2/J DEFGRID3
* xyz 0 1
C -0.829 1.743 0.437
C -0.585 0.499 -0.407
C -1.651 -0.540 -0.216
O -2.813 0.193 -0.915
O -2.025 -0.853 1.073
C 0.877 -0.241 -0.090
C 1.946 0.835 -0.304
C 1.128 -1.371 -1.091
C 0.984 -0.782 1.333
H -0.615 1.563 1.490
H -0.203 2.563 0.098
H -1.869 2.046 0.331
H -0.545 0.751 -1.467
H -1.456 -1.482 -0.736
H -3.520 -0.446 -1.066
H -2.183 -0.030 1.554
H 1.863 1.278 -1.295
H 2.938 0.390 -0.220
H 1.872 1.626 0.438
H 0.518 -2.245 -0.875
H 0.926 -1.044 -2.110
H 2.171 -1.686 -1.042
H 0.232 -1.544 1.524
H 1.965 -1.234 1.482
H 0.875 0.010 2.071
*
```

natural (NBO) population analysis, charges in e, atoms 1 to 2: C -0.6415; C -0.2472

=====

Here is a cluster of 2 separate species, C18H37N2O5 in total from OMol25. Energies are from ωB97M-V/def2-TZVPD.

Computed properties:
HOMO-LUMO gap = 0.1798 hartree
F_max = 1.8 eV Å⁻¹
E_HOMO = -0.092 Ha

ORCA input file:
```
! wB97M-V def2-TZVPD RIJCOSX def2/J DEFGRID3
* xyz -1 1
C 0.558 -0.084 -2.210
O 0.230 -1.388 -1.774
C -0.299 -2.258 -2.756
C 0.661 -3.386 -3.127
C 2.037 -2.909 -3.610
C 3.085 -2.571 -2.531
C 3.078 -3.450 -1.265
C 2.336 -2.839 -0.059
C 3.132 -2.920 1.249
C 2.590 -1.981 2.315
O 1.202 -2.298 2.543
C 0.482 -1.281 3.073
O 0.646 -0.889 4.178
N -0.455 -0.767 2.195
C -1.462 -1.738 1.691
C -2.820 -1.065 1.524
C -2.866 0.053 0.461
C -3.060 1.490 1.009
N -1.885 2.351 0.921
C -1.581 2.836 -0.341
C -0.288 3.584 -0.441
O -2.346 2.683 -1.264
H 0.552 0.570 -1.337
H 1.559 -0.037 -2.663
H -0.168 0.297 -2.937
H -0.565 -1.702 -3.665
H -1.218 -2.694 -2.343
H 0.738 -4.107 -2.307
H 0.179 -3.925 -3.955
H 1.863 -2.005 -4.211
H 2.453 -3.644 -4.307
H 3.008 -1.522 -2.232
H 4.072 -2.675 -2.998
H 4.122 -3.614 -0.974
H 2.672 -4.442 -1.492
H 2.084 -1.790 -0.250
H 1.374 -3.341 0.081
H 4.162 -2.598 1.052
H 3.129 -3.945 1.636
H 3.139 -2.087 3.255
H 2.653 -0.947 1.955
H -0.917 -0.017 2.706
H -1.122 -2.155 0.738
H -1.564 -2.560 2.410
H -3.159 -0.697 2.501
H -3.525 -1.856 1.241
H -3.687 -0.156 -0.231
H -1.958 0.033 -0.149
H -3.328 1.432 2.071
H -3.869 1.994 0.483
H -1.064 1.955 1.363
H 0.370 3.338 0.395
H -0.469 4.666 -0.371
H 0.202 3.302 -1.379
C -2.139 7.405 1.586
C -1.524 6.031 1.944
O -0.304 5.828 1.424
H -2.230 7.503 0.500
H -3.138 7.534 2.030
H -1.494 8.210 1.950
H -2.299 5.273 1.629
H -1.567 5.974 3.068
*
```

natural (NBO) population analysis, charges in e, atoms 1 to 2: C -0.2493; O -0.5654

=====

Here is a cluster of 2 separate species, H4O2 in total from OMol25. Energies are from ωB97M-V/def2-TZVPD.

Computed properties:
HOMO-LUMO gap = 0.4373 hartree
energy above the lowest of the compared OMol25 structures with the same formula, charge and spin = 2.4 kcal/mol
F_max = 0.3 eV Å⁻¹
SMILES string = O.O
E_HOMO = -0.407 Ha

ORCA input file:
```
! wB97M-V def2-TZVPD RIJCOSX def2/J DEFGRID3
* xyz 0 1
O 0.542 1.541 -0.529
H 1.408 1.814 -0.852
H 0.527 0.578 -0.612
O -0.707 -1.098 0.357
H -1.587 -1.456 0.518
H -0.184 -1.378 1.118
*
```

natural (NBO) population analysis, charges in e, atoms 1 to 2: O -0.9453; H 0.4616